[1]
The following is a quantum chemistry calculation of a molecular structure, C28H39CrF6N8O7P2S2, from OMol25.

The geometry in ORCA input format:
```
! wB97M-V def2-TZVPD RIJCOSX def2/J DEFGRID3
* xyz 1 5
Cr -0.440 0.814 -0.499
F 2.562 5.225 -1.388
C 1.431 4.921 -0.775
F 0.759 6.031 -0.510
F 1.708 4.301 0.375
S 0.360 3.823 -1.851
O -0.166 2.848 -0.889
O -0.594 4.709 -2.424
N 1.321 3.211 -2.920
S 1.820 1.714 -2.968
O 0.822 0.790 -2.450
O 2.376 1.408 -4.240
C 3.257 1.664 -1.801
F 2.800 1.681 -0.541
F 3.981 0.579 -1.996
F 4.013 2.737 -1.996
C -2.327 2.368 -4.337
C -1.779 1.395 -3.498
N -2.125 1.206 -2.235
C -3.147 1.973 -1.762
C -3.762 2.973 -2.533
C -3.305 3.180 -3.844
C -4.860 3.731 -2.005
C -5.371 3.460 -0.790
C -4.809 2.413 0.010
C -5.364 2.027 1.240
C -4.814 0.978 1.928
C -3.673 0.360 1.401
N -3.099 0.730 0.276
C -3.681 1.706 -0.443
H -1.957 2.472 -5.348
H -1.030 0.721 -3.886
H -3.745 3.963 -4.449
H -5.285 4.512 -2.624
H -6.219 4.011 -0.402
H -6.235 2.548 1.621
H -5.242 0.628 2.857
H -3.222 -0.481 1.914
C 1.540 -2.659 3.098
N 0.441 -1.944 2.455
C -0.420 -1.222 3.386
P -0.153 -2.301 0.969
O -0.581 -1.140 0.145
O 1.037 -3.148 0.335
P 2.238 -2.539 -0.606
O 2.535 -1.133 -0.308
N 3.443 -3.580 -0.165
C 3.244 -4.993 0.141
C 4.742 -3.292 -0.780
N 1.679 -2.781 -2.125
C 1.385 -4.131 -2.591
C 1.872 -1.783 -3.176
N -1.439 -3.316 1.101
C -2.243 -3.541 -0.106
C -1.303 -4.498 1.946
H 1.177 -3.418 3.798
H 2.143 -1.942 3.659
H 2.179 -3.129 2.358
H 0.200 -0.592 4.027
H -0.997 -1.903 4.021
H -1.098 -0.573 2.842
H 2.224 -5.183 0.464
H 3.918 -5.286 0.949
H 3.464 -5.627 -0.724
H 4.783 -2.253 -1.107
H 4.928 -3.944 -1.638
H 5.538 -3.446 -0.050
H 1.216 -4.801 -1.750
H 2.197 -4.533 -3.204
H 0.478 -4.115 -3.198
H 2.017 -0.804 -2.730
H 0.981 -1.752 -3.806
H 2.733 -2.024 -3.805
H -2.320 -2.618 -0.673
H -3.243 -3.857 0.189
H -1.806 -4.322 -0.739
H -0.729 -4.261 2.840
H -0.812 -5.326 1.421
H -2.294 -4.830 2.256
C 1.821 3.490 4.746
C 1.209 2.741 3.603
C 1.876 1.699 2.968
C 1.299 1.070 1.883
N 0.097 1.421 1.403
C -0.559 2.416 2.018
C -0.049 3.083 3.108
H 2.598 2.907 5.238
H 1.068 3.771 5.481
H 2.276 4.411 4.375
H 2.855 1.382 3.304
H 1.808 0.268 1.359
H -1.532 2.672 1.614
H -0.622 3.881 3.562
*
```

⟨S²⟩ ... 6.01
Frontier orbital gap (alpha / beta) ... 0.3189 / 0.3237 Ha
HOMO level (alpha / beta) ... -11.103 / -11.256 eV
Calculated total energy ... -140899.128 eV
Lowest unoccupied orbital energy (alpha / beta) ... -2.427 / -2.449 eV
Energy relative to the best compared isomer or geometry (same formula, charge and spin) ... 1.157 eV


[2]
The following is a quantum chemistry calculation of a molecular structure, C33H35F5N4OP2Re at a distorted geometry, from OMol25.

The geometry in ORCA input format:
```
! wB97M-V def2-TZVPD RIJCOSX def2/J DEFGRID3
* xyz 2 4
Re 0.612 2.110 -2.020
C -1.132 2.197 -2.877
C -0.593 0.821 -2.926
C -0.099 0.295 -4.259
C 1.249 0.961 -4.639
C 1.867 1.758 -3.498
C 1.585 3.204 -3.305
C 0.481 3.870 -4.087
C -0.913 3.178 -4.004
C 0.715 2.303 0.029
H -2.094 2.295 -2.381
H -1.095 0.060 -2.324
H -0.854 0.390 -5.062
H 0.075 -0.787 -4.157
H 1.951 0.143 -4.853
H 1.185 1.530 -5.580
H 2.877 1.414 -3.248
H 2.453 3.827 -3.075
H 0.782 3.983 -5.142
H 0.364 4.900 -3.709
H -1.645 3.991 -3.861
H -1.181 2.732 -4.968
H -0.027 3.134 -0.073
H 1.666 2.747 0.358
H 0.344 1.649 0.838
P 1.820 -0.507 0.378
P -1.905 -1.246 0.655
N 3.385 -0.013 -0.632
N 2.712 -1.530 1.386
N -2.763 0.128 0.135
N -3.054 -2.205 1.351
C 0.844 -1.601 -0.731
C -0.508 -2.151 -0.124
C 3.873 1.293 -0.609
C 5.159 1.324 -1.137
C 5.499 -0.016 -1.487
C 4.399 -0.815 -1.159
C 3.584 -0.983 2.351
C 4.351 -2.004 2.862
C 3.970 -3.217 2.198
C 2.973 -2.897 1.288
C -2.631 1.433 0.663
C -3.572 2.259 0.081
C -4.390 1.445 -0.761
C -3.823 0.182 -0.801
C -4.380 -2.415 0.939
C -4.967 -3.323 1.789
C -4.001 -3.676 2.782
C -2.834 -3.018 2.477
H 1.492 -2.463 -0.997
H 0.657 -1.049 -1.677
H -0.962 -2.775 -0.910
H -0.209 -2.846 0.681
H 3.289 2.097 -0.200
H 5.777 2.213 -1.222
H 6.447 -0.348 -1.901
H 4.274 -1.885 -1.229
H 3.520 0.072 2.582
H 5.102 -1.896 3.624
H 4.375 -4.197 2.358
H 2.381 -3.502 0.622
H -1.964 1.606 1.495
H -3.677 3.324 0.226
H -5.326 1.750 -1.216
H -4.128 -0.697 -1.353
H -4.784 -1.852 0.116
H -5.970 -3.716 1.703
H -4.149 -4.328 3.625
H -1.872 -3.058 2.953
F -1.329 -0.092 7.339
C -1.392 -0.320 6.018
C -2.347 0.339 5.252
F -3.191 1.226 5.820
C -2.384 0.115 3.890
F -3.398 0.657 3.161
C -1.393 -0.630 3.254
O -1.188 -0.543 1.862
C -0.451 -1.299 4.039
F 0.549 -1.997 3.422
C -0.472 -1.183 5.420
F 0.413 -1.871 6.173
*
```

⟨S²⟩ ... 3.77
Frontier orbital gap (alpha / beta) ... 0.1624 / 0.1438 Ha
HOMO level (alpha / beta) ... -11.085 / -12.800 eV
Calculated total energy ... -77066.022 eV
Lowest unoccupied orbital energy (alpha / beta) ... -6.667 / -8.886 eV
Energy relative to the best compared isomer or geometry (same formula, charge and spin) ... 2.289 eV


> Among the records above, which one has the highest calculated total energy?

C33H35F5N4OP2Re


> Which formula does entry 2 have?

C33H35F5N4OP2Re


Please write out number 2 again, unchanged.
The following is a quantum chemistry calculation of a molecular structure, C33H35F5N4OP2Re at a distorted geometry, from OMol25.

The geometry in ORCA input format:
```
! wB97M-V def2-TZVPD RIJCOSX def2/J DEFGRID3
* xyz 2 4
Re 0.612 2.110 -2.020
C -1.132 2.197 -2.877
C -0.593 0.821 -2.926
C -0.099 0.295 -4.259
C 1.249 0.961 -4.639
C 1.867 1.758 -3.498
C 1.585 3.204 -3.305
C 0.481 3.870 -4.087
C -0.913 3.178 -4.004
C 0.715 2.303 0.029
H -2.094 2.295 -2.381
H -1.095 0.060 -2.324
H -0.854 0.390 -5.062
H 0.075 -0.787 -4.157
H 1.951 0.143 -4.853
H 1.185 1.530 -5.580
H 2.877 1.414 -3.248
H 2.453 3.827 -3.075
H 0.782 3.983 -5.142
H 0.364 4.900 -3.709
H -1.645 3.991 -3.861
H -1.181 2.732 -4.968
H -0.027 3.134 -0.073
H 1.666 2.747 0.358
H 0.344 1.649 0.838
P 1.820 -0.507 0.378
P -1.905 -1.246 0.655
N 3.385 -0.013 -0.632
N 2.712 -1.530 1.386
N -2.763 0.128 0.135
N -3.054 -2.205 1.351
C 0.844 -1.601 -0.731
C -0.508 -2.151 -0.124
C 3.873 1.293 -0.609
C 5.159 1.324 -1.137
C 5.499 -0.016 -1.487
C 4.399 -0.815 -1.159
C 3.584 -0.983 2.351
C 4.351 -2.004 2.862
C 3.970 -3.217 2.198
C 2.973 -2.897 1.288
C -2.631 1.433 0.663
C -3.572 2.259 0.081
C -4.390 1.445 -0.761
C -3.823 0.182 -0.801
C -4.380 -2.415 0.939
C -4.967 -3.323 1.789
C -4.001 -3.676 2.782
C -2.834 -3.018 2.477
H 1.492 -2.463 -0.997
H 0.657 -1.049 -1.677
H -0.962 -2.775 -0.910
H -0.209 -2.846 0.681
H 3.289 2.097 -0.200
H 5.777 2.213 -1.222
H 6.447 -0.348 -1.901
H 4.274 -1.885 -1.229
H 3.520 0.072 2.582
H 5.102 -1.896 3.624
H 4.375 -4.197 2.358
H 2.381 -3.502 0.622
H -1.964 1.606 1.495
H -3.677 3.324 0.226
H -5.326 1.750 -1.216
H -4.128 -0.697 -1.353
H -4.784 -1.852 0.116
H -5.970 -3.716 1.703
H -4.149 -4.328 3.625
H -1.872 -3.058 2.953
F -1.329 -0.092 7.339
C -1.392 -0.320 6.018
C -2.347 0.339 5.252
F -3.191 1.226 5.820
C -2.384 0.115 3.890
F -3.398 0.657 3.161
C -1.393 -0.630 3.254
O -1.188 -0.543 1.862
C -0.451 -1.299 4.039
F 0.549 -1.997 3.422
C -0.472 -1.183 5.420
F 0.413 -1.871 6.173
*
```

⟨S²⟩ ... 3.77
Frontier orbital gap (alpha / beta) ... 0.1624 / 0.1438 Ha
HOMO level (alpha / beta) ... -11.085 / -12.800 eV
Calculated total energy ... -77066.022 eV
Lowest unoccupied orbital energy (alpha / beta) ... -6.667 / -8.886 eV
Energy relative to the best compared isomer or geometry (same formula, charge and spin) ... 2.289 eV